(1)
24
Properties=species:S:1:pos:R:3:forces:R:3:mulliken_charge:R:1 method="wB97M-V/def2-TZVPD" max_force_ev_per_a=3.05 orbital_gap_ev=10.43 relative_energy_kj_mol=222.6 mol_weight_g_mol=144.12 e_tot_ev=-16639.703 e_lumo_ha=0.00358
O -5.338 -11.401 -21.733 0.45 -1.15 0.51 -0.5030
H -6.236 -11.704 -21.778 -0.57 -0.21 -0.06 0.2139
H -5.295 -10.573 -22.197 0.20 0.58 -0.26 0.4380
O -7.881 -8.579 -22.118 0.14 -1.46 -1.24 -0.6859
H -7.678 -7.885 -21.538 0.28 1.69 1.31 0.3281
H -7.717 -9.377 -21.597 -0.30 -0.25 0.01 0.3486
O -4.204 -10.566 -19.219 -0.74 0.59 1.13 -0.6430
H -3.284 -10.448 -19.375 1.23 0.08 -0.07 0.3186
H -4.465 -11.114 -19.943 -0.53 -0.63 -1.04 0.2917
O -4.845 -9.059 -22.639 0.33 -0.09 -0.20 -0.6109
H -5.706 -8.644 -22.607 -0.57 0.45 -0.14 0.2527
H -4.196 -8.413 -22.896 0.14 0.53 -0.04 0.2850
O -8.241 -11.202 -20.746 0.02 0.12 0.86 -0.7056
H -8.320 -11.081 -19.766 -0.08 -0.34 -1.28 0.3389
H -9.025 -11.672 -21.064 0.01 0.25 0.35 0.3120
O -7.014 -13.804 -20.143 1.21 -2.41 1.41 -0.6430
H -7.293 -13.009 -20.532 0.03 1.89 -0.44 0.3198
H -6.138 -13.734 -19.693 -1.17 0.45 -0.86 0.3401
O -2.114 -10.583 -23.108 -0.84 -1.08 0.20 -0.6206
H -2.995 -10.253 -23.283 -0.39 0.02 -0.06 0.3183
H -1.530 -9.904 -23.365 1.14 1.17 -0.46 0.2753
O -2.317 -12.376 -21.013 2.18 -1.04 0.22 -0.5935
H -1.375 -12.630 -21.255 -1.74 0.43 0.69 0.2794
H -2.611 -12.027 -21.846 -0.42 0.42 -0.54 0.3450

(2)
19
Properties=species:S:1:pos:R:3:forces:R:3:mulliken_charge:R:1 method="wB97M-V/def2-TZVPD" max_force_ev_per_a=6.91 orbital_gap_ev=10.41 relative_energy_kj_mol=302.7 mol_weight_g_mol=113.16 e_tot_ev=-9935.317 e_lumo_ha=0.03607
O -1.617 -1.796 2.627 -0.24 0.30 -0.46 -0.4567
C -1.866 -1.686 1.452 0.61 -1.40 -0.96 -0.1654
C -1.154 -0.636 0.573 1.82 0.97 2.41 0.1834
C 0.424 -0.959 0.213 -0.75 2.25 1.55 -0.6125
C 1.332 0.412 0.397 -6.82 0.71 0.89 -1.0019
C 1.755 1.519 -1.747 0.26 1.72 -1.98 -0.7372
C 0.984 1.429 -0.670 2.09 -1.48 0.03 -0.1579
N -1.967 0.055 -0.405 0.35 -0.06 0.67 -0.6438
H -2.510 -2.483 0.955 0.17 0.91 0.24 0.3070
H -1.005 0.112 1.363 -0.02 -0.01 0.02 0.1593
H 0.470 -1.220 -0.818 0.30 -0.67 -0.77 0.3296
H 0.870 -1.685 0.913 -0.49 -0.01 -0.51 0.4024
H 1.002 0.886 1.372 0.40 -0.77 -0.73 0.2761
H 2.283 0.161 0.521 4.22 -0.94 -0.13 0.5675
H 2.791 1.002 -1.820 -2.16 0.81 -0.13 0.2372
H 1.375 2.270 -2.596 1.39 -1.79 1.76 0.2110
H 0.135 2.059 -0.530 -0.55 0.22 -0.06 0.5113
H -1.521 0.954 -0.548 -0.34 0.15 0.13 0.2833
H -1.780 -0.394 -1.253 -0.24 -0.90 -1.97 0.3073

(3)
9
Properties=species:S:1:pos:R:3:forces:R:3:mulliken_charge:R:1 method="wB97M-V/def2-TZVPD" max_force_ev_per_a=9.06 orbital_gap_ev=11.37 relative_energy_kj_mol=152.0 mol_weight_g_mol=116.49 e_tot_ev=-22125.779 e_lumo_ha=0.02233
C 0.337 0.028 -0.701 -0.07 6.80 5.99 -0.5555
C 0.197 -0.375 0.835 0.02 -2.06 -3.18 0.6893
H -1.558 1.323 -0.858 3.52 -1.34 0.42 0.3254
H 0.065 -0.641 -1.386 -1.01 -2.88 -2.40 0.4271
H 1.408 0.409 -0.726 -1.45 -0.34 -0.68 0.2533
O -0.529 1.281 -0.643 -1.28 -0.19 -1.53 -0.5594
F 1.300 -1.259 0.941 -1.54 1.37 1.52 -0.2268
F 0.147 0.639 1.725 0.63 -2.17 -1.10 -0.1632
Cl -1.366 -1.406 0.813 1.18 0.82 0.97 -0.1903

(4)
7
Properties=species:S:1:pos:R:3:forces:R:3:mulliken_charge:R:1 method="wB97M-V/def2-TZVPD" max_force_ev_per_a=2.69 orbital_gap_ev="6.17 / 6.17" relative_energy_kj_mol=18.2 mol_weight_g_mol=160.83 e_tot_ev=-9365.129 e_lumo_ha="-0.01958 / -0.01962"
O 1.157 0.859 0.038 0.51 -1.07 0.16 -0.4929
C 1.706 -0.216 -0.141 -0.18 1.04 -0.46 0.0209
O -2.028 0.121 -0.223 -1.64 -0.40 1.18 -1.0645
Ag -4.050 -0.647 0.765 2.29 0.91 -1.09 0.2735
Li -0.778 1.272 0.080 -0.55 -0.61 -0.19 0.8023
H 2.590 -0.511 0.457 -0.31 0.05 -0.01 0.2296
H 1.404 -0.878 -0.976 -0.12 0.07 0.40 0.2310

(5)
16
Properties=species:S:1:pos:R:3:forces:R:3:mulliken_charge:R:1 method="wB97M-V/def2-TZVPD" max_force_ev_per_a=6.10 orbital_gap_ev=8.61 relative_energy_kj_mol=68.8 mol_weight_g_mol=305.33 e_tot_ev=-129482.988 e_lumo_ha=-0.00012
C 2.153 -1.080 -0.016 -1.60 5.62 1.74 0.3035
C 0.969 0.005 0.650 1.02 -1.75 -4.07 -0.7439
C 1.798 -2.308 -0.062 0.80 -2.52 -0.39 -0.6972
C 0.081 0.573 -0.218 1.89 -0.13 2.43 0.9331
C -1.077 1.344 0.161 -4.59 0.26 0.85 -1.2685
S 3.668 -0.288 -0.471 0.06 -0.60 -0.19 -0.0327
S 0.860 0.161 2.359 -0.05 -0.67 0.83 -0.0696
S 3.355 1.655 -0.008 0.46 0.07 -0.48 -0.0151
S 1.834 1.931 2.677 -1.10 0.67 0.54 -0.0319
S 3.664 1.625 2.008 1.25 0.14 0.20 -0.0052
Br 0.202 0.584 -2.034 0.80 -0.51 -1.69 -0.0022
H 2.443 -3.166 -0.275 -0.29 0.39 -0.22 0.2993
H 0.780 -2.424 0.134 -1.38 -0.96 0.51 0.3362
H -1.273 2.399 -0.274 0.84 -1.79 0.80 0.3033
H -1.922 0.700 -0.268 0.67 1.05 -0.03 0.3608
H -1.433 1.235 1.230 1.21 0.71 -0.83 0.3300

(6)
9
Properties=species:S:1:pos:R:3:forces:R:3:mulliken_charge:R:1 method="wB97M-V/def2-TZVPD" max_force_ev_per_a=3.00 orbital_gap_ev=6.05 relative_energy_kj_mol=487.2 mol_weight_g_mol=94.04 e_tot_ev=-11666.280 e_lumo_ha=-0.06614
C 0.579 0.571 -1.644 0.90 0.84 -1.95 -0.6048
C 0.345 1.716 -2.258 0.17 -1.35 1.02 -0.0955
H 1.572 0.357 -1.206 -0.78 0.31 0.10 0.3068
H -0.270 0.138 0.356 -1.77 0.62 2.18 -0.2433
H 0.064 -0.275 -2.131 -0.15 0.32 0.47 0.2985
O -1.726 0.969 1.781 0.49 -0.35 -0.39 -0.5944
C -0.931 0.106 1.463 1.13 0.74 -2.68 0.6903
O -0.576 -0.940 2.054 0.87 -2.08 0.97 -0.7255
Na 0.942 -2.642 1.585 -0.86 0.94 0.29 0.9680

(7)
25
Properties=species:S:1:pos:R:3:forces:R:3:mulliken_charge:R:1 method="wB97M-V/def2-TZVPD" max_force_ev_per_a=7.03 total_charge=+1 orbital_gap_ev=9.07 relative_energy_kj_mol=172.1 mol_weight_g_mol=188.34 e_tot_ev=-31673.951 e_lumo_ha=-0.11633
C -0.140 -1.467 -3.530 1.21 0.32 1.71 0.0875
C 0.273 -0.911 -2.526 -1.07 -1.09 -2.82 -1.1510
C 0.629 -0.012 2.676 -3.92 -0.71 0.76 -0.6122
C 1.098 1.184 1.941 0.52 -0.13 -1.92 -0.5920
C -0.904 -0.980 0.409 0.39 1.06 0.23 -0.0121
C -0.499 0.255 -0.506 1.37 -0.01 1.75 -0.6221
C -2.251 -0.772 1.102 -1.65 -0.36 -0.74 -1.2325
C 0.691 -0.080 -1.446 0.15 0.50 0.26 0.4044
N 1.358 1.218 -2.046 -6.75 1.03 1.68 -0.2510
S 0.367 -1.495 1.624 0.81 0.32 -0.58 -0.0020
S 0.023 1.744 0.472 -0.25 -0.90 0.87 -0.1836
H -0.250 -2.151 -4.347 -0.34 0.28 0.02 0.4626
H 1.245 -0.424 3.477 0.26 0.59 -0.12 0.4304
H -0.420 0.164 3.111 1.54 -0.05 -0.24 0.2674
H 1.095 2.168 2.349 0.04 0.36 1.39 0.4900
H 2.113 0.933 1.680 0.46 0.38 -0.80 0.2969
H -0.997 -1.886 -0.168 0.26 -0.14 -0.66 0.4241
H -1.377 0.658 -0.977 -0.34 -0.19 -0.74 0.4963
H -2.597 0.313 1.059 0.13 -1.54 -0.08 0.3323
H -2.115 -1.042 2.148 -0.39 0.07 0.01 0.3381
H -3.022 -1.556 0.644 1.35 2.12 1.00 0.2925
H 1.426 -0.631 -0.848 0.16 0.45 0.03 0.2830
H 0.882 2.093 -1.395 1.09 -2.37 -1.29 0.3835
H 1.106 1.324 -3.020 0.11 -0.05 -0.34 0.3821
H 2.266 1.352 -1.884 4.84 0.05 0.61 0.2874

(8)
95
Properties=species:S:1:pos:R:3:forces:R:3:mulliken_spin:R:1 method="wB97M-V/def2-TZVPD" max_force_ev_per_a=6.36 total_charge=+1 orbital_gap_ev="6.51 / 6.93" multiplicity=3 mol_weight_g_mol=697.92 e_tot_ev=-116815.009 e_lumo_ha="-0.11294 / -0.11166"
C 0.914 2.111 -2.138 -0.66 -0.66 -0.68 0.0112
C -0.445 0.381 -3.023 0.53 0.96 0.38 0.0019
C 1.021 2.701 -3.403 -0.05 -0.16 0.05 0.0031
C -0.347 0.928 -4.314 0.03 0.05 0.29 -0.0015
C 0.372 2.110 -4.499 0.01 -0.11 0.40 -0.0028
H 1.625 3.604 -3.527 -0.22 -0.35 0.02 0.0005
H -0.831 0.420 -5.153 0.19 0.21 0.30 0.0008
H 0.450 2.561 -5.494 -0.02 -0.19 0.41 -0.0001
N 0.150 0.995 -1.957 -0.22 0.67 -0.72 0.0922
P 2.109 1.163 0.194 1.08 0.54 -0.08 0.0186
P -1.965 -0.945 -1.066 -0.27 -0.26 -0.72 0.0054
C 1.678 2.612 -0.938 0.06 -0.10 0.42 0.0258
H 2.542 3.220 -1.255 -0.33 -0.30 0.17 -0.0010
H 1.023 3.248 -0.313 0.57 -0.16 -0.44 0.0041
C 0.085 -0.947 1.678 0.54 -3.93 4.97 0.0691
O 0.129 -1.570 2.674 -0.08 2.96 -4.61 -0.0093
C -1.038 -0.962 -2.729 -0.09 0.11 0.45 0.0041
H -1.626 -1.336 -3.580 0.23 0.14 0.31 -0.0106
C -2.473 -2.789 -0.789 -0.06 0.32 0.09 0.0371
C -3.529 0.117 -1.372 0.07 -0.14 -0.03 0.0305
C 3.638 0.329 -0.601 0.02 0.11 0.18 0.0182
C 2.627 2.023 1.825 0.08 -0.10 -0.29 0.0105
C -1.599 -3.402 0.328 0.07 -0.02 -0.05 0.0061
H -1.930 -3.063 1.322 0.04 -0.11 -0.25 -0.0002
H -1.715 -4.501 0.281 0.07 0.44 0.13 -0.0003
H -0.534 -3.154 0.225 -0.24 -0.18 -0.18 0.0029
C -3.931 -2.870 -0.291 -0.17 -0.05 -0.05 0.0059
H -4.050 -2.381 0.691 0.01 -0.19 -0.41 0.0004
H -4.657 -2.435 -0.995 0.29 -0.22 0.25 0.0003
H -4.191 -3.937 -0.164 0.12 0.41 -0.01 -0.0002
C -2.305 -3.617 -2.079 -0.12 -0.20 -0.09 0.0059
H -2.964 -4.504 -2.021 0.28 0.35 -0.02 0.0011
H -2.582 -3.056 -2.986 0.04 -0.37 0.32 -0.0016
H -1.272 -3.983 -2.193 -0.42 0.23 -0.01 -0.0003
C -4.347 0.205 -0.063 0.06 0.25 0.35 0.0053
H -3.736 -0.086 0.805 -0.34 0.12 -0.10 -0.0015
H -4.662 1.256 0.082 0.05 -0.51 0.11 0.0001
H -5.254 -0.415 -0.081 0.41 0.14 0.06 0.0011
C -3.075 1.552 -1.726 0.21 0.18 -0.04 0.0061
H -2.217 1.875 -1.118 -0.55 -0.18 -0.47 0.0006
H -2.815 1.654 -2.791 0.05 -0.05 0.39 -0.0002
H -3.917 2.238 -1.518 0.34 -0.23 -0.21 0.0000
C -4.398 -0.404 -2.534 -0.01 -0.07 -0.63 0.0030
H -3.948 -1.293 -3.010 -0.36 0.33 0.08 0.0007
H -5.423 -0.658 -2.221 0.40 0.04 -0.10 0.0006
H -4.472 0.385 -3.306 -0.08 -0.50 0.24 -0.0009
C 3.008 0.941 2.857 -0.10 -0.12 0.27 0.0034
H 2.700 1.285 3.862 0.20 -0.20 -0.36 0.0002
H 2.485 -0.008 2.650 0.24 0.28 0.25 -0.0001
H 4.092 0.748 2.888 -0.48 0.01 -0.10 -0.0003
C 1.411 2.791 2.379 -0.13 0.07 0.04 0.0040
H 0.948 3.450 1.626 0.28 -0.13 0.44 0.0004
H 0.638 2.104 2.755 0.24 0.25 -0.08 -0.0002
H 1.755 3.427 3.216 -0.21 -0.35 -0.31 0.0000
C 3.778 3.034 1.633 -0.09 0.58 -0.24 0.0049
H 3.546 3.946 2.215 0.28 -0.36 -0.25 0.0009
H 4.750 2.656 1.978 -0.33 0.04 -0.19 -0.0006
H 3.876 3.338 0.577 0.08 0.02 0.52 -0.0005
C 3.195 -0.248 -1.964 -0.27 -0.37 -0.28 0.0014
H 3.889 0.025 -2.777 -0.23 0.09 0.37 -0.0008
H 3.186 -1.351 -1.888 -0.23 0.61 -0.24 -0.0004
H 2.177 0.078 -2.223 0.72 -0.38 -0.19 0.0078
C 4.028 -0.854 0.315 0.14 0.08 0.08 0.0087
H 3.117 -1.378 0.653 0.41 -0.01 -0.16 -0.0024
H 4.649 -1.562 -0.265 -0.30 0.30 0.30 0.0003
H 4.612 -0.533 1.191 -0.24 -0.11 -0.29 -0.0005
C 4.844 1.253 -0.848 0.18 0.13 0.30 0.0010
H 4.587 2.105 -1.502 0.09 -0.32 0.22 -0.0004
H 5.281 1.643 0.085 -0.15 -0.17 -0.41 0.0013
H 5.632 0.669 -1.361 -0.37 0.21 0.19 0.0001
Ni 0.000 0.000 0.000 0.66 -0.80 -2.02 1.5010
N 0.783 -1.595 -1.219 -0.95 -0.51 -0.74 0.1998
C 0.223 -1.830 -2.346 0.38 0.57 1.80 -0.0778
C 0.740 -2.828 -3.325 0.39 -0.73 -0.60 0.0202
C 1.459 -3.939 -2.827 -0.13 0.29 -0.27 0.0026
C 0.560 -2.720 -4.721 0.04 -0.16 0.37 -0.0050
C 1.973 -4.907 -3.692 -0.09 0.15 -0.16 0.0028
H 1.596 -4.005 -1.743 -0.02 -0.03 -0.40 0.0024
C 1.081 -3.690 -5.589 0.09 -0.06 0.24 0.0037
H 0.017 -1.869 -5.142 0.17 -0.29 0.15 0.0000
C 1.787 -4.788 -5.081 -0.13 0.26 0.23 -0.0031
H 2.523 -5.762 -3.285 -0.24 0.35 -0.17 0.0001
H 0.933 -3.585 -6.670 0.07 -0.04 0.46 0.0001
H 2.191 -5.547 -5.759 -0.18 0.32 0.30 -0.0003
Cl -3.399 1.375 4.281 0.48 0.11 -0.75 0.0013
C -2.522 1.939 2.868 0.19 -0.49 -0.07 0.0088
C -2.598 3.265 2.500 -0.24 0.33 0.20 -0.0075
C -1.948 3.667 1.355 0.29 -0.65 -0.21 -0.0005
C -1.194 2.748 0.620 -1.02 -1.16 1.77 -0.0223
N -1.022 1.419 0.983 -2.74 2.54 1.76 0.0092
C -1.762 1.046 2.104 0.26 1.79 -0.75 -0.0015
H -3.189 3.970 3.072 0.01 -0.07 0.06 0.0000
H -2.045 4.690 1.013 0.10 -0.09 -0.08 0.0007
H -0.848 3.153 -0.293 0.84 -0.44 -0.82 0.0042
H -1.826 0.040 2.464 0.46 -0.54 -0.36 -0.0097

(9)
6
Properties=species:S:1:pos:R:3:forces:R:3:mulliken_charge:R:1 method="wB97M-V/def2-TZVPD" max_force_ev_per_a=7.01 orbital_gap_ev="6.04 / 7.12" relative_energy_kj_mol=398.0 mol_weight_g_mol=62.01 e_tot_ev=-12417.231 e_lumo_ha="-0.04124 / -0.01744"
C -0.692 -0.593 0.025 6.24 -2.93 -1.23 -0.0901
O 0.529 -0.087 -0.018 -2.98 -1.25 0.59 -0.4132
P 2.537 -0.171 0.013 -1.66 0.50 0.20 0.0260
H -0.998 -1.715 -0.158 1.54 1.75 0.70 0.2010
H -1.511 -0.027 -0.099 -2.50 3.00 0.07 0.2722
H 2.741 1.267 0.341 -0.65 -1.07 -0.33 0.0040

(10)
16
Properties=species:S:1:pos:R:3:forces:R:3:mulliken_charge:R:1 method="wB97M-V/def2-TZVPD" max_force_ev_per_a=6.98 orbital_gap_ev=8.80 relative_energy_kj_mol=396.8 mol_weight_g_mol=135.26 e_tot_ev=-27450.633 e_lumo_ha=0.01131
C -0.024 -0.673 -2.344 -1.85 0.06 1.74 -1.2755
C 0.083 -0.152 -0.857 -5.07 -1.29 -4.35 0.4730
C -0.348 -1.325 0.091 -1.90 -1.57 0.52 -0.3247
C 0.968 -0.568 0.065 4.26 -1.41 5.34 -0.1694
H -1.212 -0.781 -2.514 2.86 0.76 -0.25 0.3430
H 0.567 0.027 -2.921 -0.46 -0.15 -0.89 0.3574
H 0.336 -1.710 -2.391 0.24 0.50 -0.05 0.3263
H -0.455 1.972 0.475 -0.38 -1.42 -1.49 0.1441
H -0.514 -2.410 -0.407 1.20 2.78 0.94 0.1805
H -2.145 -0.343 1.035 3.53 -2.90 0.68 0.2797
H -0.797 -1.146 2.058 -0.87 0.58 -0.13 0.2660
H 1.864 -1.161 -0.007 0.17 0.02 -1.12 0.3569
H 1.826 1.861 0.829 -1.03 -3.01 1.00 0.1521
N -1.331 -1.195 1.188 -1.19 2.17 -1.50 -0.6301
S -0.955 1.218 -0.632 -0.71 2.90 0.37 -0.2021
S 1.316 0.555 1.494 1.20 1.99 -0.81 -0.2771